{
  "formula": "H3NO4P",
  "method": "ωB97M-V/def2-TZVPD",
  "homo_lumo_gap_ev": 9.1,
  "lumo_ev": 4.29,
  "total_energy_ev": -19017.533,
  "smiles": "N=[P@@]([O-])(O)OO",
  "homo_ha": -0.175,
  "e_above_lowest_kcal_mol": 52.6,
  "total_charge": -1,
  "elements": ["N", "P", "O", "O", "O", "O", "H", "H", "H"],
  "coordinates": [[-1.072, 0.377, 0.713], [0.001, 0.443, -0.498], [-0.095, 1.203, -1.715], [1.874, 0.864, 0.213], [0.054, -1.136, -0.774], [-0.573, -1.893, 0.262], [-1.442, 1.326, 0.672], [2.332, 0.043, 0.454], [-1.078, -1.227, 0.673]],
  "atomic_forces_ev_per_a": [[1.0, 2.4, -1.1], [1.4, -0.9, 4.5], [0.2, 1.3, -1.8], [-2.7, -0.7, -1.2], [0.9, -1.2, -0.8], [2.0, -3.3, -1.5], [-0.4, 0.0, 0.6], [-0.5, 0.1, -0.1], [-1.7, 2.3, 1.4]]
}

{
  "formula": "H3NOPS",
  "method": "ωB97M-V/def2-TZVPD",
  "homo_lumo_gap_ev": [3.4, 3.4],
  "lumo_ev": [1.78, 1.78],
  "total_energy_ev": -23709.197,
  "homo_ha": [-0.061, -0.061],
  "e_above_lowest_kcal_mol": 42.0,
  "total_charge": -1,
  "elements": ["N", "O", "P", "S", "H", "H", "H"],
  "coordinates": [[-1.676, -1.494, -1.980], [1.875, 1.510, 3.510], [1.663, 1.383, 2.046], [-0.893, -1.940, -0.431], [-1.932, -0.587, -2.119], [-0.992, -1.679, -2.696], [1.956, 2.806, 1.669]],
  "atomic_forces_ev_per_a": [[0.7, -3.5, -0.2], [-0.1, -0.3, 0.1], [0.3, 0.8, 0.2], [-0.1, 0.5, 0.1], [-0.7, 3.2, 0.3], [0.1, -0.1, -0.2], [-0.2, -0.5, -0.3]]
}

{
  "formula": "H3NOS",
  "method": "ωB97M-V/def2-TZVPD",
  "homo_lumo_gap_ev": 10.0,
  "lumo_ev": 0.48,
  "total_energy_ev": -14418.581,
  "smiles": "NOS",
  "homo_ha": -0.349,
  "e_above_lowest_kcal_mol": 43.8,
  "elements": ["N", "O", "S", "H", "H", "H"],
  "coordinates": [[-0.045, -0.492, 1.031], [-0.744, 0.595, 0.362], [-0.625, 0.620, -1.343], [0.898, -0.360, 1.095], [-0.206, -1.355, 0.490], [0.722, 0.993, -1.636]],
  "atomic_forces_ev_per_a": [[-4.2, -0.9, -0.6], [1.6, -0.7, -0.5], [1.1, 0.1, 0.4], [3.1, 1.2, -0.2], [-0.1, 0.6, 0.2], [-1.4, -0.3, 0.8]]
}

{
  "formula": "H3NOS2",
  "method": "ωB97M-V/def2-TZVPD",
  "homo_lumo_gap_ev": [7.8, 7.6],
  "lumo_ev": [-1.39, -1.48],
  "total_energy_ev": -25251.392,
  "homo_ha": [-0.336, -0.334],
  "e_above_lowest_kcal_mol": 103.8,
  "elements": ["N", "O", "S", "S", "H", "H", "H"],
  "coordinates": [[1.289, -0.026, 0.008], [2.251, 0.789, -0.030], [1.785, -1.610, -0.229], [3.809, 0.382, -0.032], [0.983, -0.187, -2.162], [0.473, -2.012, -0.180], [1.640, 0.021, -2.537]],
  "atomic_forces_ev_per_a": [[-0.2, -0.6, -0.3], [-1.3, 1.1, 0.7], [-0.2, -0.4, 0.8], [1.2, -0.8, -0.4], [1.2, 0.6, -1.2], [0.6, 0.3, 0.0], [-1.2, -0.3, 0.4]]
}

{
  "formula": "H3NS2",
  "method": "ωB97M-V/def2-TZVPD",
  "homo_lumo_gap_ev": [6.2, 6.2],
  "lumo_ev": [-2.37, -2.37],
  "total_energy_ev": -23205.557,
  "homo_ha": [-0.313, -0.313],
  "e_above_lowest_kcal_mol": 79.0,
  "elements": ["N", "S", "S", "H", "H", "H"],
  "coordinates": [[-1.928, -0.179, 0.245], [2.187, 0.137, -0.222], [-0.608, 0.446, -0.409], [-2.229, 0.395, 1.108], [3.108, -0.427, 0.735], [-0.530, -0.373, -1.458]],
  "atomic_forces_ev_per_a": [[1.1, 1.2, 0.7], [0.3, -0.4, 0.7], [-0.7, -0.2, 1.6], [0.9, -0.8, -1.7], [-1.8, 0.6, -1.1], [0.1, -0.4, -0.2]]
}

{
  "formula": "H3Na6O2",
  "method": "ωB97M-V/def2-TZVPD",
  "s2": 0.750,
  "homo_lumo_gap_ev": [5.5, 10.9],
  "lumo_ev": [-14.56, -15.97],
  "total_energy_ev": -30602.094,
  "homo_ha": [-0.738, -0.986],
  "total_charge": 4,
  "spin_multiplicity": 2,
  "elements": ["Na", "Na", "Na", "Na", "Na", "Na", "O", "H", "O", "H", "H"],
  "coordinates": [[-0.051, 2.307, 2.317], [-1.027, -1.924, -1.318], [-2.382, -0.265, 1.909], [-2.277, 2.306, -0.285], [1.061, 1.912, -0.766], [1.010, -0.594, 1.734], [-0.626, 0.661, 0.587], [-0.502, -0.180, 0.106], [1.214, -1.414, -1.359], [1.704, -1.937, -1.993], [1.876, -0.871, -0.931]],
  "atomic_forces_ev_per_a": [[0.1, 0.8, 0.9], [-0.2, -0.9, -0.9], [-0.8, -0.4, 0.6], [-0.7, 0.4, -0.5], [0.5, 0.3, -0.7], [0.8, -0.8, 0.7], [0.0, 0.8, 0.5], [-0.1, 0.0, -0.4], [-0.8, 0.5, 0.6], [0.5, -0.6, -0.6], [0.5, -0.1, -0.1]]
}

Which molar mass belongs to each record? In order, 112.001; 96.071; 65.097; 97.164; 81.165; 172.962 g/mol.